The following is a quantum chemistry calculation of a molecular structure, C37H33CdCl3FGeN4O7S2Te in a non-equilibrium geometry, from OMol25.

The value obtained for the HOMO energy is -3.277 eV. The calculation puts the LUMO energy at -0.9 eV. As for the total charge: -1.

Each line ends with the Löwdin charge.
CARTESIAN COORDINATES (ANGSTROEM)
Cd1 2.521 0.232 1.814  1.222
C1 -3.485 -5.240 0.240  -0.085
C2 -1.972 -5.103 0.531  -0.183
N1 -1.571 -3.681 0.470  -0.045
C3 -1.183 -2.956 1.592  0.045
C4 -0.310 -1.900 1.653  -0.016
C5 0.034 -1.319 3.032  -0.560
O1 -0.667 -1.783 3.963  -0.021
O2 1.000 -0.455 3.195  -0.192
C6 0.253 -1.428 0.407  -0.289
O3 1.118 -0.557 0.257  -0.050
C7 -0.367 -2.022 -0.788  -0.026
C8 -0.069 -1.458 -2.074  0.128
C9 -0.536 -2.015 -3.251  -0.170
F1 0.017 -1.471 -4.371  0.055
C10 -1.367 -3.162 -3.223  -0.172
C11 -1.589 -3.727 -1.962  0.039
C12 -1.148 -3.177 -0.781  -0.148
N2 -1.895 -3.791 -4.317  -0.100
C13 -2.013 -3.013 -5.547  -0.133
C14 -3.062 -3.593 -6.479  -0.085
N3 -2.500 -4.906 -6.874  0.034
C15 -2.569 -5.794 -5.670  -0.097
C16 -1.715 -5.225 -4.524  -0.120
H1 -3.948 -6.094 0.792  0.076
H2 -3.643 -5.520 -0.832  0.055
H3 -4.085 -4.325 0.437  0.095
H4 -1.368 -5.639 -0.216  0.114
H5 -1.689 -5.534 1.532  0.137
H6 -1.637 -3.249 2.528  0.136
H7 0.681 -0.660 -2.061  0.153
H8 -2.197 -4.621 -1.844  0.080
H9 -1.015 -2.900 -5.995  0.136
H10 -2.281 -1.990 -5.269  0.152
H11 -3.174 -2.954 -7.383  0.155
H12 -4.014 -3.783 -6.010  0.136
H13 -1.492 -4.845 -7.142  0.200
H14 -2.987 -5.339 -7.641  0.172
H15 -2.255 -6.818 -5.994  0.147
H16 -3.660 -5.867 -5.400  0.151
H17 -0.653 -5.445 -4.657  0.137
H18 -2.003 -5.763 -3.597  0.132
Ge1 1.570 3.594 4.333  0.448
C17 2.241 2.729 5.948  -0.401
C18 2.851 1.481 5.875  -0.146
C19 3.442 0.895 6.996  -0.094
C20 3.335 1.521 8.232  -0.116
C21 2.773 2.803 8.316  -0.096
C22 2.151 3.344 7.169  -0.136
C23 -0.237 2.923 4.104  -0.374
C24 -0.598 1.690 4.713  -0.094
C25 -1.865 1.137 4.429  -0.110
C26 -2.724 1.799 3.590  -0.120
C27 -2.418 3.055 3.064  -0.106
C28 -1.146 3.590 3.305  -0.197
H19 1.605 5.096 4.514  -0.059
H20 2.812 0.972 4.925  0.042
H21 3.938 -0.052 6.746  0.103
H22 3.723 0.992 9.108  0.090
H23 2.791 3.364 9.247  0.087
H24 1.725 4.349 7.245  0.092
H25 0.115 1.144 5.332  0.091
H26 -2.114 0.146 4.804  0.089
H27 -3.650 1.289 3.322  0.091
H28 -3.138 3.622 2.482  0.097
H29 -0.929 4.517 2.771  0.080
Cl1 4.844 -0.471 -2.952  0.550
C29 5.367 -0.588 -1.244  -1.452
Cl2 6.901 0.389 -1.049  0.532
Cl3 5.781 -2.269 -0.889  0.560
C30 4.297 0.004 -0.261  -0.885
O4 4.216 -0.648 0.825  -0.220
O5 3.719 1.006 -0.642  -0.049
Te1 3.033 2.990 2.406  0.216
O6 -2.393 6.096 -3.365  -0.367
S1 -1.255 5.152 -3.314  0.609
O7 -0.976 4.396 -4.527  -0.360
N4 -1.460 4.082 -2.115  -0.132
C31 -0.480 4.157 -1.229  -0.885
S2 -0.220 3.302 0.182  0.599
C32 0.521 5.253 -1.532  -0.215
C33 1.694 5.695 -0.860  -0.031
C34 2.479 6.649 -1.483  -0.086
C35 2.149 7.302 -2.709  -0.092
C36 0.986 6.913 -3.355  -0.063
C37 0.203 5.924 -2.722  -0.243
H30 1.941 5.292 0.109  0.057
H31 3.421 6.865 -0.985  0.095
H32 2.826 8.085 -3.077  0.095
H33 0.649 7.314 -4.323  0.115